[1]
The following is a DFT calculation (the ωB97M-V functional and the def2-TZVPD basis) of a 2-piece molecular cluster, C3H10O3P2 overall.

Element x y z (Å)
C  -1.54043  -0.22228  0.96600
C  2.16050  -1.08415  0.94677
C  -0.63303  0.26107  -0.09899
O  -2.96172  -0.05078  0.80944
O  2.63456  -0.02532  1.62823
O  -0.19246  1.55207  0.00420
P  0.89540  -1.07681  -2.48380
P  -0.98580  -0.10383  -1.91688
H  -1.27495  0.23548  1.86661
H  -1.41956  -1.41830  0.90373
H  2.31754  -2.10221  1.47497
H  1.20623  -0.81044  0.39309
H  -3.19664  0.94224  0.91905
H  2.18488  0.77541  1.19517
H  0.54903  1.65221  -0.69315
H  1.90788  -0.40818  -1.68207
H  0.86605  -0.34485  -3.74742
H  -1.69230  -1.31005  -1.76677

Forces on atoms 1 to 6 (eV/Å):
-0.552 -3.158 -1.603
-1.311 -1.743 0.093
-1.303 0.073 -2.089
-0.401 2.552 -0.209
-0.586 2.345 -0.660
2.386 0.394 -0.823

Properties
2S+1 = 3
Gap between HOMO and LUMO (alpha / beta) = 7.68 / 8.65 eV
Net charge = 0
Energy relative to the best compared isomer or geometry (same formula, charge and spin) = 35.8 kcal/mol
DFT total energy = -1028.5109 hartree
⟨S²⟩ = 2.0076

Need the Mulliken charges? In units of e they are: C -0.76; C -0.17; C 0.38; O -0.53; O -0.44; O -0.54; P -0.08; P -0.05; H 0.41; H 0.25; H 0.26; H 0.03; H 0.32; H 0.34; H 0.41; H 0.06; H 0.07; H 0.05

=====

[2]
The following is a DFT calculation (the ωB97M-V functional and the def2-TZVPD basis) of one molecule with the formula C3H4N2O.

Element x y z (Å)
C  0.72301  -0.83057  0.94231
C  0.09103  0.07426  -0.05936
C  -1.18583  0.27486  -0.47480
O  -1.18528  1.22672  -1.40766
N  0.14765  1.62808  -1.57429
N  0.85969  0.95515  -0.79375
H  1.47641  -1.45620  0.45511
H  1.22892  -0.24068  1.71230
H  -0.01275  -1.47810  1.42416
H  -2.14286  -0.15353  -0.22402

Forces on atoms 1 to 6 (eV/Å):
-0.006 -0.022 0.014
-0.269 0.005 -0.050
0.358 -0.086 0.136
0.069 0.053 -0.049
0.045 -0.150 0.148
-0.211 0.150 -0.163

Properties
Gap between HOMO and LUMO = 10.95 eV
SMILES string = Cc1conn1
Net charge = 0
Energy relative to the best compared isomer or geometry (same formula, charge and spin) = 51.2 kcal/mol
DFT total energy = -301.4056 hartree

Need the Mulliken charges? In units of e they are: C -0.99; C 0.27; C 0.02; O -0.13; N -0.19; N -0.21; H 0.27; H 0.26; H 0.30; H 0.40

=====

[3]
The following is a DFT calculation (the ωB97M-V functional and the def2-TZVPD basis) of one molecule with the formula C3H5N2OP.

Element x y z (Å)
N  -0.33144  1.67851  1.20773
P  -0.46029  1.49701  -0.52265
N  -1.53345  0.20484  -0.67439
C  -1.00328  -0.97008  -0.61894
C  0.35004  -1.39790  -0.42316
C  1.34738  -0.43533  -0.51719
O  1.14681  0.82682  -0.83069
H  -0.97215  1.08361  1.79028
H  0.41871  2.20884  1.63849
H  -1.76563  -1.83273  -0.85718
H  0.50161  -2.40527  -0.18895
H  2.30168  -0.45832  -0.00335

Forces on atoms 1 to 6 (eV/Å):
-1.595 -1.508 -0.716
0.873 1.452 0.800
1.076 -0.072 0.772
-2.418 -2.093 -1.507
0.981 3.065 -0.524
-0.907 -0.895 2.090

Properties
Gap between HOMO and LUMO = 8.92 eV
SMILES string = NP1N=CC=CO1
Net charge = 0
Energy relative to the best compared isomer or geometry (same formula, charge and spin) = 24.1 kcal/mol
DFT total energy = -643.4016 hartree

Need the Mulliken charges? In units of e they are: N -0.46; P 0.24; N -0.53; C 0.09; C -0.52; C 0.04; O -0.36; H 0.25; H 0.22; H 0.27; H 0.39; H 0.36

=====

[4]
The following is a DFT calculation (the ωB97M-V functional and the def2-TZVPD basis) of C2H4LiO2Yb as an isolated structure.

Element x y z (Å)
O  -0.17429  2.07830  2.60268
C  0.49027  -1.29438  -0.47812
C  -0.26781  -0.65435  -1.55208
O  0.61223  0.14490  -0.73756
Li  -1.28045  2.38594  3.85504
Yb  0.40534  2.03349  0.58076
H  0.11175  -1.58273  0.50263
H  1.35554  -1.89072  -0.77002
H  -1.33684  -0.48012  -1.42271
H  0.08425  -0.74032  -2.58062

Forces on atoms 1 to 6 (eV/Å):
0.618 -0.092 -2.497
0.504 -0.882 -0.331
-0.743 -0.709 -0.337
0.285 1.057 1.051
-0.478 0.099 1.011
0.031 -0.275 1.142

Properties
2S+1 = 2
Gap between HOMO and LUMO (alpha / beta) = 10.43 / 7.07 eV
Net charge = +2
Energy relative to the best compared isomer or geometry (same formula, charge and spin) = 2.9 kcal/mol
DFT total energy = -1394.6522 hartree
⟨S²⟩ = 0.7725

Need the Mulliken charges? In units of e they are: O -0.77; C -0.22; C -0.22; O -0.39; Li 0.90; Yb 1.65; H 0.27; H 0.25; H 0.28; H 0.25

=====

[5]
The following is a DFT calculation (the ωB97M-V functional and the def2-TZVPD basis) of a 4-piece molecular cluster, C17H38IN4O5S overall.

Element x y z (Å)
O  -1.94811  -1.18670  2.02511
S  -2.06173  0.19286  1.73867
O  -1.90285  1.12689  2.77149
C  -0.91315  0.57567  0.43523
C  0.20437  -0.43330  0.05975
C  0.16183  -0.96143  -1.38741
C  -0.03275  -2.48201  -1.34470
C  -0.51848  -2.65876  0.07061
N  0.31234  -1.71047  0.84037
C  1.78709  -2.10767  0.88666
C  2.03861  -3.58530  1.13193
C  3.15485  -3.78726  2.14798
I  2.41482  -4.58070  3.98370
H  -3.24967  0.40995  1.17231
H  -0.46616  1.49495  0.75866
H  -1.50151  0.81694  -0.43564
H  1.11096  0.13748  0.13805
H  1.14356  -0.80256  -1.81386
H  -0.52026  -0.44684  -2.04141
H  0.87590  -3.04343  -1.47076
H  -0.82714  -2.79436  -1.99646
H  -0.56783  -3.64024  0.50297
H  -1.53921  -2.32985  0.09179
H  0.05100  -1.63910  1.82258
H  2.26418  -1.78335  -0.02145
H  2.19523  -1.54875  1.71037
H  2.36576  -4.03927  0.21152
H  1.15685  -4.09214  1.47685
H  3.65661  -2.87219  2.40434
H  3.86940  -4.51091  1.80506
C  1.63368  -6.61355  -3.67843
C  0.77803  -5.44334  -4.10969
O  -0.21990  -5.11049  -3.48534
N  1.15411  -4.77748  -5.22860
C  2.29329  -5.03814  -6.09299
H  1.19799  -7.03747  -2.78016
H  1.66289  -7.38137  -4.45082
H  2.65498  -6.29585  -3.46530
H  0.53824  -4.01738  -5.47275
H  2.95049  -4.16918  -6.13689
H  1.96189  -5.26548  -7.10595
H  2.86238  -5.88186  -5.72095
C  -3.09558  4.76322  -2.34697
C  -2.96194  3.89781  -1.12337
O  -3.48463  2.78291  -1.03865
N  -2.22528  4.37134  -0.09833
C  -1.47416  5.61458  0.04173
H  -3.70882  4.23794  -3.07117
H  -3.57222  5.71098  -2.09911
H  -2.11902  4.96775  -2.78612
H  -2.21256  3.74385  0.69072
H  -0.42433  5.38297  0.22094
H  -1.85577  6.16648  0.89763
H  -1.55177  6.23576  -0.84331
C  0.26025  6.31774  5.11069
C  -0.08506  6.01463  3.67433
O  0.04064  6.83401  2.77919
N  -0.55466  4.76594  3.39937
C  -0.80237  3.63790  4.28781
H  0.61532  7.34087  5.16273
H  -0.61503  6.21164  5.75160
H  1.04248  5.65038  5.47302
H  -0.77107  4.63583  2.42607
H  -0.21468  2.76870  3.99605
H  -1.85395  3.36342  4.23589
H  -0.55836  3.89679  5.31283

Forces on atoms 1 to 6 (eV/Å):
-0.083 -1.954 0.563
-0.213 0.245 -1.251
0.274 1.633 1.485
0.074 -0.545 -0.109
-0.650 0.512 -0.508
1.082 -0.296 -0.449

Properties
Gap between HOMO and LUMO = 8.95 eV
Net charge = +1
Energy relative to the best compared isomer or geometry (same formula, charge and spin) = 0.0 kcal/mol
DFT total energy = -1961.4096 hartree

Need the Mulliken charges? In units of e they are: O -0.64; S 0.89; O -0.51; C -1.21; C -0.03; C -0.90; C -0.32; C -0.75; N 0.06; C -0.95; C -0.50; C -1.28; I 0.08; H 0.22; H 0.47; H 0.42; H 0.40; H 0.36; H 0.49; H 0.09; H 0.49; H 0.47; H 0.43; H 0.45; H 0.34; H 0.66; H 0.31; H 0.41; H 0.51; H 0.48; C -1.40; C 0.84; O -0.65; N -0.16; C -0.84; H 0.31; H 0.42; H 0.37; H 0.23; H 0.29; H 0.29; H 0.32; C -1.37; C 0.94; O -0.66; N -0.04; C -1.03; H 0.33; H 0.37; H 0.35; H 0.06; H 0.33; H 0.36; H 0.41; C -1.38; C 0.94; O -0.62; N -0.01; C -0.89; H 0.31; H 0.35; H 0.36; H 0.01; H 0.20; H 0.28; H 0.42

=====

[6]
The following is a DFT calculation (the ωB97M-V functional and the def2-TZVPD basis) of one molecule with the formula C4H6N2.

Element x y z (Å)
C  -1.13248  -1.03396  0.08857
C  0.11782  -0.15875  -0.19501
C  1.30872  -0.60056  -0.90768
N  2.40858  -0.86061  -1.17659
C  -0.12486  1.28026  0.07561
N  0.88337  0.66401  0.88743
H  -1.87577  -0.95799  -0.72751
H  -1.65293  -0.62526  0.96187
H  -0.97205  -2.09913  0.26513
H  0.07895  2.08712  -0.61138
H  -0.99945  1.40037  0.70106
H  1.77972  0.93808  0.45844

Forces on atoms 1 to 6 (eV/Å):
0.361 -0.005 0.174
0.323 0.033 0.526
0.534 -0.389 -0.800
-1.385 0.049 -0.246
-0.281 0.457 -0.164
-0.407 0.007 0.660

Properties
Gap between HOMO and LUMO = 10.65 eV
SMILES string = C[C@@]1(C#N)CN1
Net charge = 0
Energy relative to the best compared isomer or geometry (same formula, charge and spin) = 59.1 kcal/mol
DFT total energy = -265.4414 hartree

Need the Mulliken charges? In units of e they are: C -1.34; C 0.89; C 0.18; N -0.48; C -0.45; N -0.63; H 0.30; H 0.36; H 0.32; H 0.28; H 0.27; H 0.30

=====

What did the fourth record say?
The following is a DFT calculation (the ωB97M-V functional and the def2-TZVPD basis) of C2H4LiO2Yb as an isolated structure.

Element x y z (Å)
O  -0.17429  2.07830  2.60268
C  0.49027  -1.29438  -0.47812
C  -0.26781  -0.65435  -1.55208
O  0.61223  0.14490  -0.73756
Li  -1.28045  2.38594  3.85504
Yb  0.40534  2.03349  0.58076
H  0.11175  -1.58273  0.50263
H  1.35554  -1.89072  -0.77002
H  -1.33684  -0.48012  -1.42271
H  0.08425  -0.74032  -2.58062

Forces on atoms 1 to 6 (eV/Å):
0.618 -0.092 -2.497
0.504 -0.882 -0.331
-0.743 -0.709 -0.337
0.285 1.057 1.051
-0.478 0.099 1.011
0.031 -0.275 1.142

Properties
2S+1 = 2
Gap between HOMO and LUMO (alpha / beta) = 10.43 / 7.07 eV
Net charge = +2
Energy relative to the best compared isomer or geometry (same formula, charge and spin) = 2.9 kcal/mol
DFT total energy = -1394.6522 hartree
⟨S²⟩ = 0.7725

Need the Mulliken charges? In units of e they are: O -0.77; C -0.22; C -0.22; O -0.39; Li 0.90; Yb 1.65; H 0.27; H 0.25; H 0.28; H 0.25